{
  "formula": "C6H10N2O",
  "method": "ωB97M-V/def2-TZVPD",
  "symbols": ["C", "C", "N", "C", "C", "C", "C", "N", "O", "H", "H", "H", "H", "H", "H", "H", "H", "H", "H"],
  "positions_angstrom": [[0.419846, -1.633354, -0.955583], [1.973594, 0.266067, -1.074706], [0.621640, -0.206053, -0.876003], [-0.369453, 0.693786, -0.554544], [-1.200480, 0.082927, 0.595248], [-0.364593, 1.652077, 2.132511], [-2.257728, -0.723995, 0.485519], [-0.723984, 0.486591, 1.828555], [-0.281941, 1.889409, -0.750285], [1.105932, -2.037851, -1.700507], [0.626644, -2.122450, 0.006268], [-0.597472, -1.859268, -1.263680], [2.351516, -0.029672, -2.058984], [2.642816, -0.148119, -0.299009], [1.974024, 1.353058, -1.015658], [-0.015985, 1.814924, 3.144988], [-0.429668, 2.522672, 1.478349], [-2.853072, -0.947444, 1.348784], [-2.621631, -1.053304, -0.471264]],
  "forces_ev_per_angstrom": [[0.0, -0.2, 0.4], [0.2, 0.1, -0.3], [0.1, 0.6, -0.6], [1.2, -1.2, 1.7], [-1.2, 0.6, -1.6], [-0.2, 0.4, 0.0], [0.3, 0.7, -0.1], [0.1, -0.4, 1.0], [-0.5, -0.2, -0.3], [-0.1, 0.0, 0.0], [-0.1, 0.0, -0.2], [0.1, -0.1, 0.0], [0.1, 0.0, 0.1], [-0.3, 0.1, -0.2], [0.0, -0.1, 0.0], [0.1, 0.0, 0.1], [0.0, -0.1, -0.2], [0.0, -0.4, 0.4], [-0.1, 0.1, -0.2]],
  "charge": 0,
  "smiles": "C=NC(=C)C(=O)N(C)C",
  "e_tot_ha": -419.30905,
  "multiplicity": 1
}

{
  "formula": "C6H10N2O",
  "method": "ωB97M-V/def2-TZVPD",
  "symbols": ["C", "C", "C", "C", "C", "C", "N", "N", "O", "H", "H", "H", "H", "H", "H", "H", "H", "H", "H"],
  "positions_angstrom": [[-1.573082, 0.400308, 0.305136], [-0.836339, -0.852493, -0.214925], [-1.023362, 1.602451, -0.403733], [0.514142, 1.798462, -0.361345], [0.993747, -0.570889, -0.101241], [1.649121, -1.840868, 0.680706], [-2.379042, 0.219009, 1.332553], [-1.081188, -1.829348, -0.924069], [1.221105, 0.726859, 0.355546], [-1.393226, 1.589834, -1.474530], [-1.468737, 2.490901, 0.068276], [0.813864, 1.853175, -1.352320], [0.876888, 2.810122, 0.015138], [1.362499, -0.792312, -1.122668], [1.341913, -2.811612, 0.252160], [1.341490, -1.727464, 1.678833], [2.716282, -1.751218, 0.677776], [-2.784230, 1.130503, 1.606313], [-0.291843, -2.445428, -1.017613]],
  "forces_ev_per_angstrom": [[-0.6, -3.0, 1.6], [4.6, 2.3, 0.6], [-1.1, 1.5, 0.0], [0.4, -0.6, 1.7], [-2.5, -2.3, -0.3], [-1.1, 2.4, -1.0], [1.5, 1.4, -2.8], [-2.6, -0.9, 0.0], [0.2, 0.7, 0.1], [0.5, -0.1, 1.1], [-0.1, -0.2, -0.2], [1.0, -0.5, -2.1], [-0.8, -1.6, 0.4], [-0.5, 0.9, -0.1], [0.0, 0.7, 0.1], [-0.5, -0.4, 1.5], [0.7, 0.0, -0.3], [0.4, -0.3, 0.0], [0.5, -0.1, -0.4]],
  "charge": 0,
  "smiles": "[H]/N=C1/C(=N/[H])CCO[C@H]1C",
  "e_tot_ha": -419.25602,
  "multiplicity": 1
}

ΔE to the lowest compared entry with this formula, charge and spin list, top to bottom, in kcal per mole: 48.60, 81.87
Kohn-Sham gap list, top to bottom, in eV: 9.46, 9.27